Density functional theory data (ωB97M-V/def2-TZVPD) for a 2-piece molecular cluster, C2HClF2O overall in a non-equilibrium geometry.

Geometry as ORCA input:
```
! wB97M-V def2-TZVPD RIJCOSX def2/J DEFGRID3
* xyz 0 1
C 1.20 0.71 1.02
C 1.14 -0.26 -0.04
O 2.21 0.50 0.24
F 0.49 -0.08 -1.17
F 1.32 -1.54 0.15
Cl -3.20 0.92 0.13
H -3.16 -0.25 -0.34
*
```

The value obtained for the HOMO energy is -10.622 eV. The value obtained for the HOMO-LUMO gap is 0.38057 Eh. The total energy is -22091.339 eV.



Density functional theory data (ωB97M-V/def2-TZVPD) for a 2-piece molecular cluster, C2HClF2S overall in a non-equilibrium geometry.

Geometry as ORCA input:
```
! wB97M-V def2-TZVPD RIJCOSX def2/J DEFGRID3
* xyz 0 1
F 0.37 1.43 -0.94
C -0.55 1.01 -0.01
F -1.21 2.05 0.60
C -1.05 -0.19 -0.27
S -1.07 -1.70 -0.22
Cl 2.10 -1.35 -0.09
H 1.41 -1.26 0.93
*
```

The value obtained for the HOMO energy is -8.907 eV. The value obtained for the HOMO-LUMO gap is 0.28352 Eh. The total energy is -30879.976 eV.